Formula: B2CsF8
Source: the OMol25 dataset
Level of theory: ωB97M-V/def2-TZVPD

Summary:
**E**: -869.37963 Ha
**Total charge**: -1
**F_max**: 2.3 eV/Å
**Gap between HOMO and LUMO**: 0.3510 Eh

Cartesian coordinates (Å):
F: 0.056 0.215 2.063
F: 0.656 -1.146 -1.256
F: -1.822 1.375 1.705
Cs: 1.901 1.305 0.363
B: -1.283 0.324 2.378
F: -1.442 0.403 3.767
F: -0.171 0.260 -2.667
F: 0.982 -1.524 -3.431
F: -1.888 -0.866 1.995
B: 0.927 -0.562 -2.491
F: 2.084 0.216 -2.425